Entry 1:
Here is a structure of composition C16H31FeNP2S in a non-equilibrium geometry from the OMol25 dataset. Energies are from ωB97M-V with the def2-TZVPD basis set.

Results
Energy above the lowest of the compared OMol25 structures with the same formula, charge and spin ... 574.52 kJ/mol
Frontier orbital gap (spin up / spin down) ... 4.9553 / 7.1137 eV
Expectation value of S² ... 6.06
Multiplicity ... 5
Net charge ... 0

Each line ends with the natural charge from an NBO analysis.
Geometry (Å):
P  3.55  1.24  -3.16  1.350
P  0.98  -0.03  -5.30  1.588
C  3.66  0.85  -4.95  -0.756
C  2.39  1.07  -5.76  -0.777
H  4.07  -0.17  -5.03  0.242
H  4.45  1.52  -5.28  0.232
H  2.01  2.10  -5.69  0.231
H  2.58  0.82  -6.80  0.235
C  1.26  -1.39  -6.48  -0.988
H  0.73  -2.31  -6.24  0.259
H  2.33  -1.62  -6.59  0.236
H  0.89  -1.02  -7.45  0.238
C  -0.52  0.81  -5.88  -0.971
H  -0.50  0.78  -6.97  0.234
H  -0.52  1.85  -5.52  0.240
H  -1.41  0.31  -5.50  0.268
C  5.21  0.81  -2.63  -0.985
H  5.34  1.13  -1.59  0.260
H  5.89  1.36  -3.29  0.242
H  5.41  -0.26  -2.70  0.265
C  3.46  3.09  -3.24  -1.045
H  2.76  3.50  -3.98  0.262
H  4.49  3.34  -3.57  0.264
H  3.30  3.63  -2.26  0.286
Fe  2.65  2.15  -1.54  0.686
C  -0.28  -1.67  -3.86  -0.420
C  0.60  -2.45  -3.19  -0.254
C  1.99  -2.61  -3.63  -0.434
C  2.76  -1.50  -2.92  -0.439
C  2.08  -0.14  -2.80  -0.453
C  0.93  0.47  -3.59  -0.624
C  -0.41  0.52  -2.78  -0.428
C  -1.23  -0.74  -3.13  -0.440
C  1.83  3.56  -0.42  -1.182
H  -0.65  -2.05  -4.82  0.185
H  0.39  -2.87  -2.20  0.193
H  2.14  -2.62  -4.71  0.190
H  2.33  -3.56  -3.21  0.217
H  2.83  -1.90  -1.89  0.238
H  3.76  -1.34  -3.35  0.176
H  1.83  -0.04  -1.70  0.309
H  1.12  1.59  -3.72  0.205
H  -1.01  1.44  -2.96  0.208
H  -0.25  0.58  -1.70  0.252
H  -1.51  -1.22  -2.17  0.235
H  -2.12  -0.49  -3.72  0.194
H  0.80  3.21  -0.18  0.215
H  1.80  4.49  -0.99  0.170
H  2.41  3.69  0.49  0.220
S  2.23  0.92  0.32  -0.257
C  0.75  0.12  0.47  0.048
N  -0.24  -0.50  0.63  -0.422



Entry 2:
Here is a structure of composition C16H31MoNP2S in a non-equilibrium geometry from the OMol25 dataset. Energies are from ωB97M-V with the def2-TZVPD basis set.

Results
Energy above the lowest of the compared OMol25 structures with the same formula, charge and spin ... 0.00 kJ/mol
Frontier orbital gap (spin up / spin down) ... 7.1099 / 6.2735 eV
Expectation value of S² ... 2.03
Multiplicity ... 3
Net charge ... +2

Each line ends with the natural charge from an NBO analysis.
Geometry (Å):
P  -2.31  0.98  0.51  0.880
P  1.67  -1.75  2.68  1.420
C  0.00  -1.75  0.23  -0.686
C  1.19  -2.36  1.00  -0.724
H  0.01  -2.16  -0.82  0.237
H  -0.95  -2.02  0.70  0.235
H  0.99  -3.43  1.16  0.266
H  2.11  -2.28  0.41  0.255
C  2.78  -0.38  2.31  -0.979
H  3.22  0.00  3.25  0.290
H  2.24  0.44  1.80  0.272
H  3.58  -0.75  1.64  0.276
C  2.27  -2.89  3.91  -0.993
H  3.34  -3.06  3.78  0.299
H  1.74  -3.85  3.81  0.301
H  2.08  -2.50  4.92  0.313
C  -3.29  2.36  -0.19  -0.931
H  -4.16  2.59  0.44  0.265
H  -3.64  2.12  -1.20  0.248
H  -2.66  3.26  -0.25  0.245
C  -3.58  -0.34  0.68  -0.924
H  -3.10  -1.32  0.60  0.236
H  -4.33  -0.23  -0.11  0.261
H  -4.06  -0.26  1.66  0.253
Mo  -0.10  0.10  -1.13  1.061
C  1.48  -0.52  -2.30  -0.412
C  1.87  0.57  -1.42  -0.349
C  1.97  1.99  -1.93  -0.431
C  0.72  2.44  -2.73  -0.442
C  -0.56  1.77  -2.26  -0.307
C  -1.09  0.56  -2.86  -0.325
C  -0.40  -0.13  -4.00  -0.439
C  1.13  -0.31  -3.75  -0.432
C  -2.12  1.54  2.23  -0.929
H  1.92  -1.50  -2.08  0.260
H  2.58  0.33  -0.62  0.242
H  2.88  2.13  -2.54  0.260
H  2.10  2.67  -1.08  0.229
H  0.61  3.52  -2.56  0.259
H  0.87  2.34  -3.82  0.245
H  -1.28  2.46  -1.81  0.277
H  -2.17  0.43  -2.82  0.264
H  -0.55  0.40  -4.96  0.266
H  -0.85  -1.12  -4.15  0.238
H  1.43  -1.22  -4.31  0.256
H  1.71  0.50  -4.22  0.233
H  -2.74  0.92  2.89  0.253
H  -2.43  2.58  2.33  0.268
H  -1.07  1.44  2.53  0.231
S  -0.08  -0.84  3.43  0.087
C  -0.37  -1.53  4.97  -0.010
N  -0.62  -1.96  6.03  -0.165



Entry 3:
Here is a structure of composition C16H31N2RuS in a non-equilibrium geometry from the OMol25 dataset. Energies are from ωB97M-V with the def2-TZVPD basis set.

Results
Frontier orbital gap (spin up / spin down) ... 7.3962 / 6.4477 eV
Expectation value of S² ... 8.77
Multiplicity ... 6
Net charge ... +2

Each line ends with the natural charge from an NBO analysis.
Geometry (Å):
C  -2.64  -0.13  0.11  -0.606
H  -3.32  -0.93  0.47  0.275
H  -2.93  0.80  0.61  0.242
H  -1.65  -0.58  0.66  0.137
C  -2.94  -0.02  -1.36  -0.428
H  -2.29  0.76  -1.78  0.199
H  -2.73  -0.97  -1.87  0.229
C  -4.43  0.33  -1.55  -0.605
H  -4.67  0.47  -2.61  0.250
H  -5.10  -0.46  -1.16  0.232
H  -4.69  1.27  -1.02  0.219
C  2.06  0.90  0.29  -0.070
C  1.27  1.55  -0.69  0.035
C  0.04  1.99  -0.06  -0.135
C  0.08  1.55  1.32  -0.080
C  1.35  0.90  1.52  0.059
C  1.80  0.27  2.80  -0.671
C  -0.89  1.91  2.38  -0.654
C  -1.01  2.84  -0.65  -0.649
C  1.61  1.72  -2.13  -0.670
C  3.38  0.25  0.06  -0.659
Ru  -0.28  -0.09  -0.02  1.029
H  -0.76  1.26  3.25  0.239
H  -0.72  2.96  2.68  0.261
H  -1.93  1.82  2.03  0.226
H  0.98  0.25  3.53  0.243
H  2.13  -0.77  2.61  0.234
H  2.64  0.81  3.26  0.277
H  3.53  -0.01  -1.00  0.227
H  4.21  0.92  0.33  0.273
H  3.51  -0.66  0.67  0.222
H  0.75  2.07  -2.70  0.240
H  2.43  2.44  -2.33  0.276
H  1.93  0.75  -2.54  0.237
H  -2.02  2.48  -0.40  0.228
H  -0.91  3.87  -0.27  0.274
H  -0.93  2.85  -1.75  0.244
C  0.63  -5.51  -0.28  -0.424
N  0.34  -4.09  0.03  -0.574
C  1.03  -3.07  -0.54  0.374
S  0.14  -1.82  -1.37  -0.059
N  2.36  -3.08  -0.60  -0.528
C  3.26  -3.99  0.14  -0.434
H  1.52  -5.60  -0.89  0.222
H  -0.22  -5.96  -0.80  0.241
H  0.77  -6.04  0.67  0.233
H  -0.65  -3.87  0.13  0.420
H  2.78  -2.29  -1.09  0.434
H  3.64  -4.78  -0.51  0.241
H  4.10  -3.40  0.52  0.240
H  2.72  -4.43  0.99  0.234



Entry 4:
Here is the molecule C16H31N3O2 from the OMol25 dataset. Energies are from ωB97M-V with the def2-TZVPD basis set.

Results
Energy above the lowest of the compared OMol25 structures with the same formula, charge and spin ... 259.24 kJ/mol
Frontier orbital gap ... 9.1916 eV
SMILES string ... CCOC(=O)NC[C@@H](C#CCN(CC)CC)N(CC)CC
Net charge ... 0

Each line ends with the natural charge from an NBO analysis.
Geometry (Å):
C  -5.49  -1.09  -0.41  -0.635
H  -6.12  -0.55  0.29  0.208
C  -4.18  -1.48  0.25  -0.069
H  -3.53  -1.99  -0.48  0.196
H  -4.34  -2.13  1.11  0.186
O  -3.48  -0.35  0.76  -0.529
C  -2.74  0.35  -0.13  0.900
O  -2.59  0.04  -1.29  -0.655
N  -2.24  1.47  0.46  -0.630
H  -2.36  1.51  1.46  0.398
C  -1.13  2.18  -0.12  -0.220
H  -1.12  1.95  -1.19  0.244
H  -1.31  3.25  0.02  0.199
C  0.21  1.75  0.51  -0.116
C  0.23  0.29  0.49  -0.076
C  0.12  -0.90  0.44  0.075
C  0.07  -2.36  0.38  -0.310
N  1.34  -3.03  0.13  -0.434
C  1.76  -3.01  -1.26  -0.212
C  2.26  -1.68  -1.82  -0.645
H  1.50  -0.91  -1.72  0.223
H  2.51  -1.80  -2.87  0.212
H  3.16  -1.35  -1.29  0.198
H  2.54  -3.77  -1.36  0.192
H  0.91  -3.35  -1.85  0.193
C  2.35  -2.68  1.11  -0.215
C  3.52  -3.66  1.10  -0.616
H  4.14  -3.52  0.22  0.201
H  3.15  -4.68  1.11  0.213
H  4.14  -3.50  1.98  0.212
H  1.87  -2.73  2.09  0.193
H  2.73  -1.65  0.98  0.166
H  -0.63  -2.65  -0.41  0.225
H  -0.32  -2.73  1.34  0.217
N  1.36  2.27  -0.23  -0.442
C  2.62  1.79  0.31  -0.223
C  3.72  1.79  -0.75  -0.614
H  4.58  1.23  -0.39  0.211
H  4.06  2.80  -0.99  0.198
H  3.35  1.32  -1.66  0.219
H  2.46  0.76  0.63  0.218
H  2.95  2.37  1.19  0.162
C  1.33  3.70  -0.47  -0.215
C  1.25  4.61  0.76  -0.639
H  2.08  4.42  1.44  0.206
H  1.31  5.65  0.44  0.217
H  0.32  4.47  1.30  0.197
H  0.49  3.91  -1.14  0.195
H  2.24  3.94  -1.03  0.202
H  0.22  2.08  1.58  0.180
H  -5.29  -0.46  -1.27  0.224
H  -6.02  -1.98  -0.74  0.214



Number 1: E_tot -82374.9344 eV. Number 2: E_tot -49833.2508 eV. Number 3: E_tot -33473.1149 eV. Number 4: E_tot -25658.8887 eV.